{"formula": "C14H12BrIN7OPt", "method": "ωB97M-V/def2-TZVPD", "elements": ["Pt", "N", "C", "N", "C", "N", "N", "C", "N", "C", "C", "C", "C", "C", "N", "H", "H", "H", "H", "H", "H", "H", "H", "Br", "C", "C", "C", "C", "C", "C", "I", "H", "H", "H", "H", "O", "N"], "xyz": [[-0.137, 0.578, -0.688], [-2.721, -1.843, -0.216], [-1.719, -2.303, -0.951], [-1.802, -3.500, -1.466], [-0.767, -4.045, -2.116], [-0.872, -5.226, -2.657], [0.417, -3.362, -2.200], [0.465, -2.170, -1.730], [-0.590, -1.534, -1.151], [1.747, -1.454, -1.725], [2.919, -2.034, -2.172], [4.113, -1.339, -2.013], [4.095, -0.078, -1.433], [2.881, 0.452, -1.024], [1.746, -0.235, -1.167], [-3.515, -2.445, -0.045], [-2.690, -0.958, 0.253], [-1.733, -5.749, -2.573], [-0.099, -5.654, -3.145], [2.875, -3.018, -2.616], [5.048, -1.786, -2.325], [5.003, 0.488, -1.278], [2.830, 1.432, -0.564], [0.462, 2.806, -2.529], [-1.003, 4.009, -2.433], [-0.859, 5.246, -3.042], [-1.915, 6.146, -3.019], [-3.105, 5.816, -2.384], [-3.256, 4.572, -1.781], [-2.200, 3.685, -1.810], [-2.537, 1.809, -0.846], [0.070, 5.502, -3.533], [-1.804, 7.106, -3.503], [-3.921, 6.524, -2.343], [-4.194, 4.317, -1.304], [-0.124, 0.855, 1.999], [0.501, 1.027, 1.108]], "nbo_charge": [0.95, -0.74, 0.62, -0.52, 0.63, -0.67, -0.46, 0.44, -0.59, 0.13, -0.14, -0.07, -0.18, 0.04, -0.45, 0.46, 0.39, 0.45, 0.45, 0.29, 0.28, 0.28, 0.24, 0.22, -0.14, -0.20, -0.13, -0.14, -0.22, -0.16, 0.44, 0.27, 0.27, 0.27, 0.26, 0.05, 0.35], "total_charge": 3, "e_above_lowest_kcal_mol": 16.82, "homo_lumo_gap_ha": 0.18245, "multiplicity": 1, "homo_energy_ev": -18.31}

---

{"formula": "C7H10", "method": "ωB97M-V/def2-TZVPD", "elements": ["C", "C", "C", "C", "C", "C", "C", "H", "H", "H", "H", "H", "H", "H", "H", "H", "H"], "xyz": [[0.875, -0.661, 1.314], [-0.125, 0.364, 0.824], [0.952, 1.712, -0.053], [-0.245, 1.015, -0.505], [-0.337, -0.059, -1.567], [-1.067, -1.069, -0.777], [-1.740, -1.939, -0.303], [1.389, -0.163, 2.138], [0.463, -1.597, 1.717], [1.607, -0.925, 0.551], [-0.969, 0.482, 1.520], [0.945, 2.794, 0.120], [1.946, 1.312, -0.298], [-1.114, 1.680, -0.492], [0.656, -0.446, -1.845], [-0.897, 0.208, -2.475], [-2.338, -2.708, 0.133]], "nbo_charge": [-0.65, -0.12, -0.41, -0.30, -0.49, 0.03, -0.28, 0.22, 0.22, 0.21, 0.22, 0.21, 0.20, 0.23, 0.23, 0.24, 0.24], "e_above_lowest_kcal_mol": 112.92, "homo_lumo_gap_ha": 0.33402, "multiplicity": 1, "homo_energy_ev": -7.98}

---

{"formula": "C15H16ClNO4", "method": "ωB97M-V/def2-TZVPD", "elements": ["C", "C", "O", "C", "O", "C", "N", "O", "O", "C", "C", "C", "C", "C", "Cl", "C", "C", "C", "C", "C", "C", "H", "H", "H", "H", "H", "H", "H", "H", "H", "H", "H", "H", "H", "H", "H", "H"], "xyz": [[-4.084, -0.604, 2.172], [-2.902, 0.290, 2.092], [-1.680, -0.520, 1.864], [-0.603, 0.263, 1.520], [-0.570, 1.463, 1.714], [0.546, -0.609, 0.889], [1.843, -0.182, 1.604], [2.738, -1.071, 1.755], [2.042, 0.958, 2.114], [0.806, -0.708, -0.728], [1.167, 0.706, -1.090], [2.529, 1.121, -1.027], [2.862, 2.460, -1.165], [1.868, 3.381, -1.493], [2.274, 5.079, -1.594], [0.525, 2.990, -1.656], [0.207, 1.643, -1.509], [1.793, -1.813, -0.953], [1.166, -2.957, -1.123], [-0.321, -2.765, -1.348], [-0.534, -1.228, -1.220], [-4.976, 0.038, 2.239], [-4.215, -1.245, 1.291], [-4.088, -1.245, 3.060], [-2.988, 0.966, 1.252], [-2.783, 0.856, 3.004], [0.398, -1.656, 1.456], [3.319, 0.405, -0.835], [3.892, 2.792, -1.022], [-0.222, 3.720, -1.894], [-0.820, 1.327, -1.690], [2.883, -1.638, -0.910], [1.624, -3.938, -1.146], [-0.928, -3.277, -0.572], [-0.654, -3.179, -2.329], [-1.329, -1.000, -0.506], [-0.784, -0.823, -2.213]], "nbo_charge": [-0.63, -0.07, -0.53, 0.77, -0.53, -0.19, 0.48, -0.39, -0.33, -0.11, 0.05, -0.22, -0.21, -0.02, 0.00, -0.22, -0.22, -0.19, -0.15, -0.44, -0.40, 0.22, 0.22, 0.22, 0.19, 0.20, 0.28, 0.22, 0.23, 0.23, 0.22, 0.24, 0.22, 0.21, 0.22, 0.22, 0.23], "e_above_lowest_kcal_mol": 80.62, "homo_lumo_gap_ha": 0.32604, "multiplicity": 1, "homo_energy_ev": -9.02}

---

{"formula": "C22H22N2O3", "method": "ωB97M-V/def2-TZVPD", "elements": ["C", "C", "O", "C", "C", "C", "C", "C", "C", "C", "C", "C", "C", "C", "C", "C", "C", "C", "O", "N", "C", "C", "N", "C", "C", "C", "O", "H", "H", "H", "H", "H", "H", "H", "H", "H", "H", "H", "H", "H", "H", "H", "H", "H", "H", "H", "H", "H", "H"], "xyz": [[1.323, -1.816, 5.159], [-0.120, -1.393, 4.944], [-0.662, -2.032, 3.775], [-0.389, -1.442, 2.597], [-0.967, -0.183, 2.220], [-1.952, 0.417, 3.034], [-2.603, 1.570, 2.660], [-2.294, 2.176, 1.446], [-1.266, 1.656, 0.635], [-0.620, 0.422, 0.988], [0.307, -0.255, 0.139], [0.721, -1.547, 0.458], [1.558, -2.266, -0.405], [2.052, -3.560, -0.029], [1.678, -4.081, 1.180], [0.878, -3.403, 2.052], [0.391, -2.121, 1.710], [1.881, -1.723, -1.739], [2.590, -2.396, -2.505], [1.463, -0.448, -2.092], [1.836, 0.174, -3.377], [0.649, 0.578, -4.313], [-0.184, -0.558, -4.695], [-1.101, -1.142, -3.687], [0.406, -1.592, -5.623], [0.812, 0.342, -1.126], [0.908, 1.529, -1.265], [1.346, -2.936, 5.231], [1.966, -1.496, 4.327], [1.711, -1.420, 6.121], [-0.101, -0.283, 4.862], [-0.701, -1.679, 5.824], [-2.224, -0.041, 3.977], [-3.366, 1.980, 3.306], [-2.841, 3.084, 1.198], [-1.103, 2.185, -0.283], [2.726, -4.143, -0.653], [2.086, -5.055, 1.478], [0.638, -3.892, 2.998], [2.534, -0.456, -3.955], [2.387, 1.061, -3.154], [0.052, 1.305, -3.803], [1.071, 1.025, -5.230], [-1.395, -0.377, -2.975], [-1.965, -1.632, -4.193], [-0.533, -1.899, -3.101], [1.134, -1.094, -6.312], [0.902, -2.406, -5.121], [-0.426, -2.085, -6.210]], "nbo_charge": [-0.64, -0.07, -0.53, 0.49, -0.18, -0.17, -0.22, -0.19, -0.20, 0.08, -0.19, 0.08, -0.17, -0.09, -0.25, -0.12, -0.19, 0.67, -0.61, -0.46, -0.25, -0.21, -0.46, -0.41, -0.42, 0.68, -0.59, 0.21, 0.22, 0.22, 0.18, 0.20, 0.22, 0.22, 0.22, 0.24, 0.24, 0.22, 0.23, 0.24, 0.22, 0.21, 0.20, 0.20, 0.20, 0.17, 0.20, 0.19, 0.19], "e_above_lowest_kcal_mol": 55.59, "homo_lumo_gap_ha": 0.23919, "multiplicity": 1, "homo_energy_ev": -7.71}

---

{"formula": "C9H12ClO8S", "method": "ωB97M-V/def2-TZVPD", "elements": ["O", "S", "O", "O", "O", "C", "C", "C", "C", "C", "C", "C", "C", "C", "H", "H", "H", "H", "H", "H", "H", "H", "H", "H", "H", "H", "O", "Cl", "O", "O", "O"], "xyz": [[-2.134, -2.525, -1.484], [-0.706, -2.517, -1.680], [-0.008, -3.721, -0.836], [-0.810, -4.190, 0.247], [-0.124, -1.284, -0.752], [0.280, -0.136, -1.517], [1.158, 0.738, -0.623], [1.137, 2.217, -1.049], [0.502, 3.188, -0.078], [-0.196, 4.292, -0.566], [-0.776, 5.215, 0.295], [-0.665, 5.050, 1.672], [0.034, 3.960, 2.173], [0.613, 3.041, 1.306], [-0.263, -3.941, 1.007], [-0.610, 0.413, -1.839], [0.834, -0.473, -2.399], [2.179, 0.353, -0.652], [0.803, 0.599, 0.398], [0.576, 2.299, -1.987], [2.151, 2.557, -1.282], [-0.296, 4.428, -1.638], [-1.319, 6.060, -0.110], [-1.124, 5.768, 2.341], [0.126, 3.821, 3.244], [1.162, 2.198, 1.712], [-1.906, -7.121, 0.783], [-0.509, -7.482, 0.815], [0.201, -6.587, 1.713], [0.057, -7.381, -0.511], [-0.369, -8.839, 1.297]], "nbo_charge": [-0.91, 1.72, -0.47, -0.37, -0.73, -0.07, -0.42, -0.44, 0.09, -0.25, -0.21, -0.23, -0.20, -0.25, 0.47, 0.17, 0.18, 0.21, 0.22, 0.21, 0.22, 0.21, 0.21, 0.21, 0.21, 0.21, -0.87, 2.54, -0.90, -0.88, -0.88], "total_charge": -1, "homo_lumo_gap_ha": 0.28443, "multiplicity": 1, "homo_energy_ev": -5.52}